(1)
Entry from the OMol25 dataset: a structure of composition C3H17AsF6O5 in a non-equilibrium geometry (ωB97M-V/def2-TZVPD).

## Properties
Spin multiplicity: 2
E_LUMO (alpha / beta) (eV): 2.572 / 2.499
Expectation value of S²: 0.75
Electronic energy (eV): -90770.6904
Maximum force (eV/A): 2.5
HOMO (alpha / beta) (eV): -0.36 / -7.89
Gap between HOMO and LUMO (alpha / beta) (eV): 2.93 / 10.39
Energy above the lowest of the compared OMol25 structures with the same formula, charge and spin (kcal per mole): 0.0
Total charge: -1

Element x y z (Å)
O 0.75 -1.34 1.05
H 0.84 -0.51 0.57
H 1.56 -1.85 1.00
H -0.01 -1.84 0.76
As -2.84 0.64 1.65
F -4.61 0.45 1.93
F -2.93 -0.57 0.38
F -1.06 0.73 1.24
F -2.72 2.00 2.82
F -2.40 -0.53 2.91
F -3.13 1.89 0.40
O 0.34 1.96 2.98
H 0.94 2.58 2.56
H -0.11 1.54 2.25
O 3.03 -2.57 1.39
H 3.41 -3.43 1.19
H 3.66 -2.16 1.98
O -1.04 -2.62 -0.63
H -1.38 -3.39 -1.09
H -1.68 -1.93 -0.82
C -0.02 1.95 -2.03
C 0.50 0.55 -1.64
C 1.44 0.04 -2.73
O 1.17 0.72 -0.41
H -0.96 2.18 -1.54
H -0.23 2.00 -3.10
H 0.70 2.71 -1.74
H -0.29 -0.19 -1.60
H 2.34 0.62 -2.93
H 0.93 0.02 -3.69
H 1.85 -0.94 -2.50
H 1.93 1.27 -0.61

=====

(2)
Entry from the OMol25 dataset: a structure of composition C16H14BBaF5N6 in a non-equilibrium geometry (ωB97M-V/def2-TZVPD).

## Properties
Spin multiplicity: 1
E_LUMO (alpha / beta) (eV): -1.906 / -1.753
Electronic energy (eV): -40711.0083
Maximum force (eV/A): 7.3
HOMO (alpha / beta) (eV): -8.24 / -8.24
Gap between HOMO and LUMO (alpha / beta) (eV): 6.33 / 6.49
Total charge: 0

Element x y z (Å)
H 0.10 3.31 1.08
N 0.29 1.91 -0.52
B 0.81 0.85 -2.79
N 0.80 2.05 -1.80
C 1.27 3.29 -1.99
Ba -1.35 -0.62 0.38
H 1.71 3.56 -2.94
C 1.04 4.03 -0.83
H 1.27 5.06 -0.66
C 0.43 3.12 0.07
H 1.21 1.21 -3.85
C -0.92 -3.08 -0.39
H -1.77 -2.86 0.11
H -0.12 -3.36 0.25
H -0.93 -3.40 -1.42
N -0.62 0.27 -2.88
N 1.76 -0.21 -2.17
N -1.37 -0.12 -1.74
N 1.43 -0.76 -0.94
C -1.37 0.09 -3.97
C 2.95 -0.69 -2.59
H -0.96 0.34 -4.92
H 3.37 -0.36 -3.53
C -2.61 -0.44 -3.63
C 3.41 -1.60 -1.63
C -2.57 -0.58 -2.24
C 2.42 -1.60 -0.62
H -3.42 -0.68 -4.28
H 4.32 -2.17 -1.65
H -3.31 -0.98 -1.57
H 2.38 -2.16 0.31
H -2.73 1.27 1.28
F 0.82 -2.61 3.53
C 0.01 -1.61 3.99
C -0.73 -0.84 3.15
C -1.32 0.31 3.61
F -1.71 1.37 2.84
C -1.34 0.61 4.97
F -1.94 1.73 5.38
C -0.69 -0.23 5.85
F -0.78 0.00 7.17
C 0.02 -1.32 5.36
F 0.72 -2.08 6.21